Entry 1:
{"formula": "C6H15NO4P", "method": "ωB97M-V/def2-TZVPD", "lumo_ev": [-2.9267, -4.8523], "total_charge": 1, "multiplicity": 3, "elements": ["C", "C", "C", "C", "C", "C", "N", "O", "O", "O", "O", "P", "H", "H", "H", "H", "H", "H", "H", "H", "H", "H", "H", "H", "H", "H", "H"], "coordinates": [[1.11017, 0.97663, -1.16284], [2.93929, 0.05763, 0.35259], [-3.53419, -0.78652, 0.73456], [2.11531, -0.14820, -0.90434], [-2.21905, -0.48089, 1.61682], [-0.89862, -0.55467, 0.77098], [3.21757, 0.03004, -2.11766], [1.15589, 1.69732, -2.18209], [-3.29099, -0.18735, -0.56139], [-2.17583, 0.89736, 1.89214], [-0.86851, -1.39178, -0.38077], [-0.87108, 1.29889, 0.35300], [3.63546, 0.89814, 0.19240], [3.60665, -0.79202, 0.73707], [2.27861, 0.25432, 1.29143], [-3.91729, -1.77352, 0.60307], [-4.30334, -0.13377, 1.23610], [1.65797, -1.16084, -0.99204], [-2.02812, -0.98141, 2.59784], [-0.11141, -0.85526, 1.37885], [3.71818, 0.97004, -2.10526], [2.68673, -0.11525, -3.00121], [4.01431, -0.73879, -2.10589], [-3.26851, 0.78055, -0.56655], [-2.90579, 1.46451, 2.01941], [-1.58939, -1.23980, -1.04696], [-0.15404, 2.01466, 1.35076]], "forces_ev_per_angstrom": [[0.4, 0.1, 0.6], [0.3, -0.6, 2.6], [1.0, 3.7, 1.0], [0.5, 0.6, -0.3], [-0.5, -2.2, -0.7], [-1.9, 0.4, -2.0], [0.9, -1.8, 0.1], [-0.5, -0.1, 0.1], [-0.3, -0.9, 0.0], [2.0, 1.1, 0.1], [-0.2, 0.1, 0.3], [1.2, -0.1, -1.3], [-0.6, 0.0, 0.3], [-1.0, 0.7, -1.1], [1.0, 0.0, -1.9], [0.3, -0.7, 0.0], [0.3, -1.0, -0.3], [0.6, 0.4, -0.3], [-0.9, -0.1, -0.9], [1.5, -0.6, 1.0], [-1.3, -1.3, 0.0], [0.6, 0.6, 0.5], [-2.1, 1.8, 0.2], [-0.2, -0.3, 0.3], [-2.0, 0.4, 0.4], [0.6, 0.4, 1.3], [0.3, -0.6, -0.1]]}



Entry 2:
{"formula": "C5H13NO2", "method": "ωB97M-V/def2-TZVPD", "lumo_ev": [-8.2024, -7.1679], "total_charge": 1, "multiplicity": 2, "e_above_lowest_kj_mol": 717.8, "elements": ["C", "O", "C", "C", "C", "C", "O", "N", "H", "H", "H", "H", "H", "H", "H", "H", "H", "H", "H", "H", "H"], "coordinates": [[-1.39594, -0.53829, -0.16531], [-2.62782, -0.26779, -0.29644], [-0.75287, -0.16022, 1.28785], [0.79842, -0.18087, 1.21161], [1.40265, -1.08549, 0.17259], [1.89168, -0.62279, -0.98147], [1.10814, 2.52057, -0.13676], [-1.18530, 1.14106, 1.61601], [-1.18759, -1.59149, -0.44492], [-0.70006, 0.13535, -0.80216], [-0.56318, 1.84070, 1.20714], [-1.34740, -1.54076, -3.28002], [1.23291, -0.18300, 2.21024], [0.95786, 0.80674, 0.76412], [1.20466, -2.14257, 0.34935], [-0.99787, -1.18059, -2.72572], [2.17884, -1.29257, -1.78163], [2.24297, 0.39902, -1.04595], [1.06794, 3.44745, -0.45759], [-1.19907, -0.91539, 1.93514], [-2.12896, 1.41092, 1.36390]], "forces_ev_per_angstrom": [[0.9, -0.4, -1.7], [-1.0, 0.7, -0.1], [1.0, 0.8, 2.0], [-0.2, 1.3, -1.1], [-1.0, -0.6, 0.1], [0.7, -0.5, 0.8], [-0.2, 0.7, -0.3], [0.4, -0.7, -1.8], [0.5, 0.2, 0.4], [-0.8, -0.6, 0.3], [0.3, 0.2, 0.6], [0.1, 0.1, 0.2], [-0.1, -0.4, 0.0], [0.5, -0.3, 0.7], [0.3, 0.0, -0.4], [-0.1, -0.1, -0.3], [0.0, 0.0, 0.1], [-0.5, 0.2, -0.3], [0.1, -0.2, 0.1], [-0.3, -0.1, 0.0], [-0.6, -0.4, 0.7]]}



Entry 3:
{"formula": "C25H22Cl3IrO6S3", "method": "ωB97M-V/def2-TZVPD", "lumo_ev": [-4.1057, -5.4431], "total_charge": 1, "multiplicity": 2, "e_above_lowest_kj_mol": 28.3, "elements": ["Ir", "O", "S", "C", "C", "C", "C", "S", "O", "C", "C", "C", "C", "C", "C", "C", "C", "C", "C", "C", "C", "H", "H", "H", "H", "H", "H", "H", "H", "H", "H", "H", "H", "H", "H", "H", "H", "H", "H", "O", "C", "O", "C", "C", "C", "C", "C", "C", "S", "H", "H", "H", "H", "Cl", "C", "Cl", "Cl", "C", "O", "O"], "coordinates": [[-0.01589, -0.20747, -0.28562], [-2.00658, -0.82049, -0.56206], [-3.51236, -0.63977, -0.74217], [-4.25532, -0.59024, 0.93084], [-3.30664, -0.21271, 2.06870], [-2.76946, -1.43404, 2.83198], [-1.65411, -1.06511, 3.81293], [-0.01981, -1.08490, 3.01011], [-0.46524, -0.96741, 1.55454], [0.42178, -2.79639, 3.17983], [0.03735, -3.73669, 2.23573], [0.40482, -5.05943, 2.42623], [1.14142, -5.42464, 3.54527], [1.52688, -4.47066, 4.47678], [1.17570, -3.14242, 4.29260], [-3.83675, 1.02491, -1.27326], [-2.92836, 2.05335, -1.10081], [-3.27173, 3.33047, -1.52057], [-4.51059, 3.56015, -2.10162], [-5.40911, 2.51575, -2.27964], [-5.07256, 1.23437, -1.87460], [-4.70007, -1.57492, 1.08268], [-5.06667, 0.12811, 0.80974], [-3.85535, 0.41511, 2.77420], [-2.48724, 0.40015, 1.69719], [-2.41550, -2.19674, 2.13703], [-3.58790, -1.88657, 3.39631], [-1.57108, -1.74891, 4.65710], [-1.78087, -0.04992, 4.19200], [-0.52476, -3.43338, 1.36259], [0.11996, -5.80664, 1.69811], [1.42758, -6.45816, 3.68577], [2.11546, -4.75668, 5.33738], [1.49553, -2.38448, 4.99759], [-1.96354, 1.86400, -0.66048], [-2.56767, 4.14099, -1.38799], [-4.77555, 4.55693, -2.42707], [-6.36738, 2.69583, -2.74694], [-5.75850, 0.41058, -2.03174], [3.43539, 1.16957, 0.73039], [2.68491, 0.76997, -0.11928], [1.90305, -0.28453, 0.07376], [2.70041, 1.39367, -1.50604], [3.79406, 2.19342, -1.79218], [3.96802, 2.76905, -3.04238], [3.04132, 2.54792, -4.05308], [1.94277, 1.75709, -3.79961], [1.74854, 1.17816, -2.53156], [0.30666, 0.24664, -2.40577], [4.51294, 2.35685, -1.00126], [4.83436, 3.38945, -3.22793], [3.17739, 2.99151, -5.02956], [1.20438, 1.57672, -4.57068], [1.45238, 4.05754, 2.28622], [0.09304, 3.79058, 1.19922], [0.47267, 4.43689, -0.40532], [-1.36679, 4.58380, 1.80464], [-0.17067, 2.25475, 1.19471], [-0.68168, 1.72463, 2.14502], [0.18077, 1.71823, 0.05945]], "forces_ev_per_angstrom": [[-0.3, 0.0, 0.1], [-0.1, 0.1, -0.2], [0.0, 0.0, 0.1], [0.0, 0.0, 0.0], [0.0, 0.0, 0.0], [0.0, 0.0, 0.0], [-0.1, 0.1, 0.0], [0.1, 0.3, 0.0], [0.1, -0.6, -0.3], [0.0, 0.0, 0.0], [0.0, 0.0, 0.0], [0.0, 0.0, 0.0], [0.0, 0.0, 0.0], [0.0, 0.0, 0.0], [0.0, 0.0, 0.0], [0.0, 0.0, 0.0], [0.0, 0.0, 0.0], [0.0, 0.0, 0.0], [0.0, 0.0, 0.0], [0.0, 0.0, 0.0], [0.0, 0.0, 0.0], [0.0, 0.0, -0.1], [0.0, 0.0, 0.1], [0.0, 0.0, 0.0], [0.0, 0.0, 0.0], [0.0, 0.0, 0.0], [0.0, 0.0, 0.0], [-0.1, 0.0, 0.0], [0.0, 0.0, 0.0], [0.0, 0.0, 0.0], [0.0, 0.0, 0.0], [0.0, 0.0, 0.0], [0.0, 0.0, 0.0], [0.0, 0.0, 0.0], [0.1, 0.0, 0.0], [0.0, 0.0, 0.0], [0.0, 0.0, 0.0], [0.0, 0.0, 0.0], [0.0, 0.0, 0.0], [0.1, 0.0, 0.0], [0.0, 0.2, -0.2], [0.1, -0.1, 0.2], [-0.1, -0.1, 0.1], [0.0, 0.0, 0.1], [0.0, 0.0, 0.0], [0.0, 0.0, 0.0], [-0.1, 0.0, 0.0], [0.1, 0.0, 0.0], [0.1, 0.0, -0.1], [0.0, 0.0, 0.0], [0.0, 0.0, 0.0], [0.0, 0.0, 0.0], [0.0, 0.0, 0.0], [0.0, 0.0, 0.0], [0.0, 0.0, 0.0], [0.0, 0.0, 0.0], [0.0, 0.0, 0.0], [-0.3, 0.1, -0.1], [0.1, 0.0, 0.1], [0.1, 0.0, 0.0]]}



Number 1: calculated total energy -25420.842 eV. Number 2: calculated total energy -10965.384 eV. Number 3: calculated total energy -111471.549 eV.